(1)
{
  "formula": "C3H4ClFS",
  "method": "wB97M-V/def2-TZVPD",
  "lumo_ev": 0.366,
  "e_tot_ev": -29248.68701,
  "molar_mass_g_mol": 126.6,
  "homo_ev": -9.30,
  "charge": 0,
  "orbital_gap_ev": 9.6641,
  "species": ["F", "C", "C", "Cl", "C", "S", "H", "H", "H", "H"],
  "positions_angstrom": [[-0.161, 2.076, -0.390], [0.119, 0.734, -0.005], [1.334, 0.288, -0.502], [2.133, -1.186, -0.071], [-0.815, -0.102, 0.768], [-1.811, -1.322, -0.413], [1.691, 0.972, -1.236], [-0.173, -0.467, 1.788], [-1.538, 0.730, 1.281], [-0.778, -1.724, -1.219]],
  "lowdin_charge": [-0.019, -0.433, -0.525, 0.623, -0.471, 0.635, 0.067, 0.150, 0.125, -0.152]
}

(2)
{
  "formula": "C6H6N2O",
  "method": "wB97M-V/def2-TZVPD",
  "lumo_ev": -0.228,
  "e_tot_ev": -11342.97932,
  "molar_mass_g_mol": 122.1,
  "homo_ev": -9.49,
  "charge": 0,
  "orbital_gap_ev": 9.2634,
  "species": ["O", "C", "C", "C", "N", "N", "C", "C", "C", "H", "H", "H", "H", "H", "H"],
  "positions_angstrom": [[-3.256, -0.846, 0.026], [-2.234, -0.104, 0.430], [-1.079, 0.315, -0.472], [-0.281, 1.567, -0.099], [0.911, 0.633, 0.051], [2.237, 0.527, 0.212], [2.349, -0.806, 0.049], [1.148, -1.471, -0.059], [0.221, -0.425, -0.251], [-1.883, 0.069, 1.454], [-1.519, 0.198, -1.494], [-0.606, 1.810, 0.978], [-0.222, 2.404, -0.732], [3.337, -1.356, 0.254], [0.880, -2.516, -0.346]],
  "lowdin_charge": [-0.019, -0.107, -0.190, 0.012, -0.119, 0.093, -0.194, -0.034, -0.211, 0.122, 0.160, 0.144, 0.103, 0.130, 0.112]
}

(3)
{
  "formula": "C6H13N2O3Si",
  "method": "wB97M-V/def2-TZVPD",
  "lumo_ev": -2.494,
  "e_tot_ev": -23429.49159,
  "molar_mass_g_mol": 189.3,
  "homo_ev": -13.51,
  "charge": 1,
  "orbital_gap_ev": 11.0173,
  "species": ["C", "O", "Si", "O", "C", "O", "C", "N", "C", "C", "N", "C", "H", "H", "H", "H", "H", "H", "H", "H", "H", "H", "H", "H", "H"],
  "positions_angstrom": [[-1.541, 2.205, 1.619], [-0.557, 1.317, 1.029], [-0.615, 0.053, 0.101], [-1.062, -1.267, 0.855], [-1.661, -2.525, 0.504], [-1.068, 0.103, -1.447], [-0.781, 0.388, -2.751], [1.343, -0.072, 0.099], [2.154, -1.012, -0.471], [3.468, -0.564, -0.415], [3.448, 0.676, 0.148], [2.154, 0.954, 0.417], [-2.487, 1.701, 1.725], [-1.880, 2.955, 1.013], [-1.020, 2.738, 2.413], [-1.115, -3.287, 1.124], [-1.591, -2.697, -0.588], [-2.701, -2.505, 0.774], [-1.601, 0.759, -3.269], [-0.468, -0.574, -3.303], [0.213, 1.000, -2.908], [1.514, -1.864, -0.696], [4.349, -1.074, -0.761], [4.335, 1.110, 0.323], [1.925, 1.757, 1.068]],
  "lowdin_charge": [-0.029, -0.155, 0.268, -0.153, -0.060, -0.146, -0.134, 0.017, -0.046, -0.038, 0.117, -0.077, 0.097, 0.054, 0.108, 0.112, 0.095, 0.083, 0.063, 0.114, 0.128, 0.136, 0.129, 0.177, 0.140]
}

> What is the formula in the second record?

C6H6N2O